1.
Below is a molecular structure, C9H6Cl2IrN2O4Rh in a non-equilibrium geometry, with properties calculated with ωB97M-V with the def2-TZVPD basis set.

Last column: natural (NBO) charge in e.
Cartesian coordinates (Å):
Rh (-6.6875, -0.6891, -3.9855)  0.65
Ir (0.2097, -0.1614, 0.2680)  1.22
Cl (-5.1618, -2.0660, -5.0876)  0.04
Cl (-1.4525, -0.1836, 1.8105)  0.18
C (0.9596, 1.4133, 0.6351)  0.39
C (-7.8711, -0.8634, -5.3745)  0.44
C (-7.7972, 0.3883, -3.0554)  0.45
O (1.5618, 2.3027, 1.1036)  -0.19
O (-8.6444, -0.9391, -6.2433)  -0.29
O (-8.5501, 1.1018, -2.5154)  -0.29
N (4.8842, -4.0332, 1.9433)  -0.36
C (3.7933, -3.2388, 2.0343)  0.57
O (3.3383, -2.8502, 3.1060)  -0.15
C (3.1632, -2.8580, 0.7301)  -0.16
C (3.5186, -3.2940, -0.5525)  -0.03
C (2.8370, -2.8224, -1.6623)  -0.17
C (1.7902, -1.9093, -1.5353)  0.13
N (1.4492, -1.5148, -0.2868)  -0.56
C (2.0967, -1.9661, 0.8511)  0.09
H (5.3311, -4.2753, 2.8094)  0.48
H (5.2964, -4.3405, 1.0895)  0.45
H (4.3239, -3.9990, -0.6528)  0.26
H (3.0606, -3.1124, -2.6704)  0.31
H (1.1705, -1.4462, -2.3116)  0.27
H (1.6501, -1.5234, 1.7654)  0.26

Atomic forces in eV per Å
4.3 -2.2 0.1
-5.0 -2.9 0.0
0.5 -0.2 0.1
0.3 -0.2 -0.4
5.4 10.6 3.7
-6.3 -0.9 -7.4
-5.4 6.1 5.7
-2.8 -4.2 -2.4
3.4 0.4 4.0
3.1 -3.2 -2.7
-1.2 0.6 1.6
0.4 -0.8 -2.2
0.4 0.0 0.8
-1.4 1.3 0.5
-0.3 0.2 0.4
-0.7 0.6 -0.6
0.2 -0.1 1.0
2.1 -2.8 0.2
-0.5 0.2 -1.4
0.7 -0.4 0.9
0.7 -0.2 -0.9
0.1 -0.2 -0.5
0.4 -0.4 -0.3
0.6 -0.5 -0.2
0.8 -0.8 0.0

Values from the calculation:
**Charge**: +4
**Relative energy (zero: lowest compared OMol25 entry of this formula, charge and spin)**: 0.0 kJ/mol
**Total energy**: -1890.2886 a.u.
**<S²>**: 20.07
**2S+1**: 9

=====

2.
Below is a molecular structure, C9H6ClCrNO4 in a non-equilibrium geometry, with properties calculated with ωB97M-V with the def2-TZVPD basis set.

Last column: Mulliken spin population.
Cartesian coordinates (Å):
Cr (0.8327, -0.7006, -0.7258)  3.83
O (1.9171, -2.5852, 1.4387)  0.10
C (1.5543, -1.9174, 0.6039)  -0.05
C (0.6491, 0.0484, -2.4862)  -0.06
O (0.4909, 0.5567, -3.5395)  0.13
C (-0.4423, -2.0672, -1.2127)  -0.13
O (-1.1792, -2.8909, -1.5274)  0.11
C (2.3560, 0.4335, -0.4317)  -0.14
O (3.3029, 1.0972, -0.2707)  0.12
H (2.5919, -2.3263, -1.8306)  0.02
H (2.4120, -1.9300, -2.4495)  0.02
Cl (-1.5390, 0.3119, 3.9678)  0.00
C (-1.3708, 0.7292, 2.3168)  -0.01
C (-2.0484, 1.7663, 1.6859)  0.04
C (-1.8809, 2.0736, 0.3562)  -0.01
C (-0.9823, 1.3152, -0.3988)  0.10
N (-0.3764, 0.3345, 0.2813)  -0.07
C (-0.4784, -0.0476, 1.5639)  0.09
H (-2.7453, 2.3476, 2.3133)  0.00
H (-2.3987, 2.8727, -0.1661)  0.00
H (-0.7597, 1.4642, -1.4440)  -0.04
H (0.0945, -0.8858, 1.9551)  -0.04

Atomic forces in eV per Å
0.7 -0.7 -0.5
-0.5 1.0 -1.2
1.8 -2.8 2.6
-0.8 3.6 -8.8
0.9 -2.9 6.1
-4.2 -4.8 -1.9
2.6 3.0 1.2
7.0 4.8 1.1
-4.9 -3.3 -0.8
0.1 0.1 -0.5
0.3 -0.4 0.2
-0.2 0.4 -0.2
0.9 -1.2 0.3
-1.0 0.7 1.3
0.4 0.1 -1.5
-1.2 0.4 2.6
0.5 -0.5 -0.2
-1.9 2.3 0.0
0.4 -0.3 -0.5
-0.2 0.0 0.5
-0.2 0.2 0.1
-0.4 0.4 0.1

Values from the calculation:
**Charge**: +2
**Total energy**: -2206.1787 a.u.
**<S²>**: 6.03
**2S+1**: 5

=====

3.
Below is a molecular structure, C9H6MnNSSe3Te, with properties calculated with ωB97M-V with the def2-TZVPD basis set.

Last column: natural (NBO) charge in e.
Cartesian coordinates (Å):
Mn (-1.4891, 0.8140, -0.8131)  0.92
Se (-3.3363, 1.1109, 0.7192)  -0.25
Se (-3.8583, -0.1075, -1.1977)  -0.08
Te (-3.6160, 1.5585, -3.1201)  0.29
Se (-1.1058, 1.5177, -3.1431)  -0.50
S (2.1860, 1.5998, 1.4917)  0.44
C (1.4580, 3.1322, 1.2618)  -0.38
C (0.2849, 3.0535, 0.5740)  -0.27
C (-0.0536, 1.7195, 0.2177)  -0.31
C (0.8940, 0.8273, 0.6508)  -0.32
C (0.7882, -0.6057, 0.4054)  0.22
C (1.7020, -1.5606, 0.8419)  -0.24
C (1.4787, -2.8899, 0.5415)  -0.13
C (0.3519, -3.2489, -0.1873)  -0.27
C (-0.5092, -2.2473, -0.5892)  0.08
N (-0.3007, -0.9630, -0.3034)  -0.55
H (1.9451, 4.0139, 1.6473)  0.24
H (-0.3135, 3.9185, 0.3276)  0.23
H (2.5706, -1.2529, 1.4081)  0.23
H (2.1790, -3.6456, 0.8722)  0.22
H (0.1446, -4.2780, -0.4412)  0.23
H (-1.4006, -2.4663, -1.1641)  0.21

Atomic forces in eV per Å
0.0 -0.1 0.0
0.0 0.0 0.1
0.0 0.0 -0.1
0.0 0.0 0.0
0.0 0.0 0.0
0.0 0.0 0.0
0.0 0.0 0.0
0.0 0.0 0.0
0.1 0.1 0.0
0.0 0.0 0.0
0.0 0.0 0.0
0.0 0.0 0.0
0.0 0.0 0.0
0.0 0.0 0.0
0.0 0.0 0.0
0.0 0.0 0.0
0.0 0.0 0.0
0.0 0.0 0.0
0.0 0.0 0.0
0.0 0.0 0.0
0.0 0.0 0.0
0.0 0.0 0.0

Values from the calculation:
**Relative energy (zero: lowest compared OMol25 entry of this formula, charge and spin)**: 0.0 kJ/mol
**Total energy**: -9422.8806 a.u.
**<S²>**: 6.18
**2S+1**: 5

=====

4.
Below is 2 unconnected molecules or ions with the total composition C9H7B2NO11P, with properties calculated with ωB97M-V with the def2-TZVPD basis set.

Last column: natural (NBO) charge in e.
Cartesian coordinates (Å):
O (-5.6441, 1.9892, -2.5076)  -1.08
P (-4.9052, 0.7398, -2.7419)  2.08
O (-5.5089, -0.0950, -3.9846)  -0.98
O (-5.0208, -0.2873, -1.5050)  -1.00
B (-3.0224, 0.9967, -3.1072)  0.25
C (-1.9274, 0.1726, -2.4112)  -0.42
C (-2.0920, -1.1807, -2.0883)  -0.20
C (-1.0566, -1.8641, -1.4807)  0.02
N (0.1019, -1.2965, -1.1551)  -0.37
C (0.2719, -0.0057, -1.4362)  0.03
C (-0.7032, 0.7521, -2.0679)  -0.18
H (-4.9946, -0.8859, -4.1888)  0.50
H (-5.6291, 0.0815, -0.8508)  0.52
H (-2.7423, 1.8463, -3.8884)  -0.04
H (-3.0153, -1.7084, -2.3002)  0.21
H (-1.1719, -2.9145, -1.2265)  0.19
H (1.2201, 0.4457, -1.1605)  0.25
H (-0.4978, 1.7939, -2.2864)  0.22
B (3.5658, 0.1027, 3.1097)  1.15
O (4.1407, 0.9493, 4.1675)  -0.66
C (3.7241, 0.5351, 5.3544)  0.68
O (4.0096, 1.0080, 6.4155)  -0.56
C (2.7923, -0.6825, 5.1179)  0.68
O (2.2321, -1.3146, 5.9651)  -0.56
O (2.7349, -0.8877, 3.8110)  -0.65
O (2.7689, 0.9014, 2.1503)  -0.64
C (3.2605, 0.7671, 0.9366)  0.69
O (2.8453, 1.2879, -0.0630)  -0.59
C (4.4812, -0.1841, 1.0239)  0.68
O (5.1699, -0.5252, 0.1071)  -0.56
O (4.6126, -0.5370, 2.2912)  -0.65

Atomic forces in eV per Å
0.0 -0.1 0.0
-0.1 0.1 -0.1
0.2 0.1 0.0
0.0 0.1 -0.1
0.1 -0.2 0.1
-0.1 0.0 0.0
-0.1 0.0 0.0
0.1 0.0 0.0
0.1 -0.1 0.1
0.0 0.0 0.0
0.0 0.1 -0.2
-0.1 -0.1 0.0
0.0 -0.1 0.1
-0.1 0.1 0.1
0.0 0.1 0.0
0.1 0.1 0.0
-0.1 -0.1 0.0
0.0 0.0 0.0
0.0 0.0 0.0
0.0 0.0 0.0
0.0 0.0 0.0
0.0 0.0 0.0
0.0 0.0 0.0
0.0 0.0 0.0
0.0 0.0 0.0
0.0 0.0 0.0
0.0 0.0 0.0
0.0 0.0 0.0
0.0 0.0 0.0
0.0 0.0 0.0
0.0 0.0 0.0

Values from the calculation:
**Charge**: -1
**Total energy**: -1621.0441 a.u.

=====

5.
Below is 2 unconnected molecules or ions with the total composition C9H7Br in a non-equilibrium geometry, with properties calculated with ωB97M-V with the def2-TZVPD basis set.

Last column: natural (NBO) charge in e.
Cartesian coordinates (Å):
C (-2.6246, -1.2417, -0.2059)  -0.22
C (-2.6774, 0.0950, -0.4149)  -0.20
C (-1.3980, -1.8337, 0.0895)  -0.18
C (-1.5040, 0.9039, -0.2789)  -0.17
C (-0.2397, -1.0491, 0.3179)  -0.17
C (-0.3196, 0.3354, 0.2053)  -0.15
C (0.9038, 1.0013, 0.2833)  0.03
C (4.2689, 1.2988, -0.0741)  -0.28
C (1.9644, 1.3701, 0.7185)  -0.22
Br (4.7298, -0.4952, 0.1632)  0.10
H (-3.5360, -1.6885, -0.5345)  0.22
H (-3.5690, 0.6879, -0.5384)  0.21
H (-1.3745, -2.8753, 0.1838)  0.21
H (-1.7521, 1.9405, -0.4643)  0.22
H (0.5983, -1.6385, 0.6228)  0.23
H (3.6252, 1.3377, -0.9641)  0.12
H (2.9042, 1.8514, 0.8907)  0.25

Atomic forces in eV per Å
0.3 0.0 -1.0
2.2 2.8 0.9
0.2 1.8 0.2
-2.0 -1.1 0.6
-2.8 -1.8 0.0
-0.8 -0.4 -2.0
1.0 0.7 1.4
0.4 -0.1 -0.1
-0.3 0.5 -0.6
-0.1 0.2 -0.2
-0.3 -1.4 0.5
-0.4 -0.5 -0.5
0.3 -1.4 0.1
1.1 0.3 0.1
0.8 0.5 0.1
0.2 -0.3 -0.3
0.2 0.3 0.7

Values from the calculation:
**Relative energy (zero: lowest compared OMol25 entry of this formula, charge and spin)**: 203.2 kJ/mol
**Total energy**: -2920.9201 a.u.

=====

6.
Below is a molecular structure, C9H7Cl2IrN9O6S2 in a non-equilibrium geometry, with properties calculated with ωB97M-V with the def2-TZVPD basis set.

Last column: natural (NBO) charge in e.
Cartesian coordinates (Å):
Ir (-0.3710, -0.3347, 0.4906)  1.48
Cl (-1.3786, 1.0454, -3.1492)  0.05
C (-0.4962, 2.1126, -2.1009)  -0.39
Cl (-0.9713, 1.9306, -0.3559)  0.15
H (-0.7506, 3.1419, -2.3283)  0.24
H (0.5601, 1.8920, -2.1621)  0.28
N (2.4833, 0.2934, 2.2356)  -0.57
C (2.5268, 0.3834, 0.8802)  0.48
N (3.6040, 0.5940, 0.1661)  -0.34
N (3.1630, 0.6826, -1.1125)  -0.03
N (1.9014, 0.5291, -1.1832)  -0.13
N (1.4423, 0.3541, 0.0917)  -0.39
C (1.2896, 0.2736, 2.8900)  0.47
N (1.1280, 0.1779, 4.1755)  -0.35
N (-0.2258, 0.2885, 4.3647)  -0.03
N (-0.8400, 0.4336, 3.2706)  -0.07
N (0.1060, 0.4554, 2.2616)  -0.41
H (3.3407, 0.2774, 2.7611)  0.45
O (-0.2536, -1.6553, -1.2889)  -0.91
S (-1.7199, -1.9101, -1.3721)  2.38
O (-2.2807, -1.9962, -2.6742)  -0.90
O (-2.3053, -0.8144, -0.5208)  -0.89
C (-1.9983, -3.4877, -0.6116)  -0.25
C (-2.8265, -4.3584, -1.2946)  -0.18
C (-3.0039, -5.6561, -0.8282)  -0.18
C (-2.3183, -6.0922, 0.2885)  -0.18
C (-1.4945, -5.2189, 0.9890)  -0.15
C (-1.3460, -3.9131, 0.5553)  -0.37
S (-0.5799, -2.7985, 1.7038)  2.39
O (-0.3437, -3.5313, 2.8923)  -0.87
O (0.6264, -2.1093, 1.0968)  -0.85
O (-1.5500, -1.6794, 1.8218)  -0.90
H (-3.3167, -4.0171, -2.1944)  0.26
H (-3.6793, -6.3223, -1.3473)  0.23
H (-2.4358, -7.1082, 0.6405)  0.23
H (-0.9816, -5.5299, 1.8872)  0.26

Atomic forces in eV per Å
2.5 -0.8 -0.3
0.0 0.0 0.0
-0.1 -0.1 -0.3
-0.3 -0.5 0.6
0.0 0.0 0.2
0.1 0.0 0.1
0.0 -0.3 -0.1
0.1 0.3 0.0
0.1 0.0 -0.3
0.1 0.0 0.3
-0.1 -0.2 0.0
0.2 -0.2 -0.5
-0.1 0.1 0.0
-0.2 0.1 0.3
0.3 0.1 0.0
0.1 0.1 -0.2
-0.8 0.1 0.3
0.0 0.0 0.0
-0.4 0.6 0.2
-0.5 0.4 -0.4
0.0 0.0 -0.1
0.1 -0.3 0.0
0.2 0.0 0.1
0.0 0.0 0.0
0.0 0.0 0.0
0.0 0.0 0.0
0.0 0.1 0.0
-0.1 0.0 -0.1
-0.8 -0.1 0.6
0.5 -0.1 0.0
-0.6 0.8 -0.1
-0.2 0.0 -0.3
0.0 0.0 0.0
0.0 0.0 0.0
0.0 0.0 0.0
-0.1 0.0 0.0

Values from the calculation:
**Relative energy (zero: lowest compared OMol25 entry of this formula, charge and spin)**: 184.9 kJ/mol
**Total energy**: -3112.3459 a.u.
**<S²>**: 0.76
**2S+1**: 2